Formula: C4H10OSi
Source: OMol25
Level of theory: ωB97M-V/def2-TZVPD

Element x y z (Å)
C: -2.135 0.118 0.823
C: -1.199 -0.571 -0.200
O: -1.685 -1.168 -1.148
Si: 0.716 -0.443 0.017
C: 1.130 -0.522 -1.863
C: 1.236 0.939 1.332
H: -2.081 1.058 0.277
H: -1.774 0.297 1.799
H: -3.167 -0.313 0.635
H: 1.509 -1.691 0.519
H: 1.119 0.515 -2.283
H: 2.122 -0.834 -2.271
H: 0.226 -0.849 -2.353
H: 2.217 0.734 1.507
H: 1.148 1.919 1.057
H: 0.618 0.812 2.150

Energy relative to the best compared isomer or geometry (same formula, charge and spin)   164.9 kJ/mol
HOMO-LUMO gap   9.6725 eV
Structure (SMILES)   CC(=O)[SiH](C)C

---

Formula: C4H4S
Source: OMol25
Level of theory: ωB97M-V/def2-TZVPD

Element x y z (Å)
C: 0.193 -0.731 -0.238
C: -0.888 -0.313 0.024
C: 2.933 -0.284 -0.597
C: -2.164 0.356 0.405
S: 3.916 -0.340 0.544
H: 3.048 -0.166 -1.689
H: -2.955 -0.465 0.432
H: -2.140 1.120 -0.354
H: -1.943 0.822 1.472

Energy relative to the best compared isomer or geometry (same formula, charge and spin)   296.1 kJ/mol
Spin multiplicity   3
HOMO-LUMO gap (alpha / beta)   7.3731 / 7.2816 eV

---

Formula: C6H13N
Source: OMol25
Level of theory: ωB97M-V/def2-TZVPD

Element x y z (Å)
C: 2.018 0.741 -1.220
C: 1.859 -0.632 -0.557
C: 1.240 -0.536 0.856
C: 0.037 0.411 0.989
C: -1.088 0.048 0.062
C: -2.379 0.176 0.429
N: -3.474 -0.584 0.030
H: 2.444 0.638 -2.225
H: 1.014 1.135 -1.353
H: 2.602 1.427 -0.604
H: 1.293 -1.336 -1.170
H: 2.830 -1.121 -0.391
H: 2.012 -0.209 1.556
H: 0.913 -1.532 1.148
H: -0.308 0.392 2.026
H: 0.378 1.424 0.768
H: -0.905 -0.209 -0.985
H: -2.632 0.896 1.206
H: -3.511 -0.954 -0.903
H: -4.342 -0.175 0.339

Energy relative to the best compared isomer or geometry (same formula, charge and spin)   86.1 kJ/mol
HOMO-LUMO gap   8.7784 eV
Structure (SMILES)   CCCC/C=C/N

---

Formula: C37H33GeN4OPt
Source: OMol25
Level of theory: ωB97M-V/def2-TZVPD

Element x y z (Å)
Pt: 0.640 0.433 -0.490
C: 2.040 0.741 -1.831
C: 3.285 0.375 -2.203
C: 4.278 -0.674 -1.950
C: 4.113 -1.829 -1.307
C: 5.256 -2.503 -0.670
C: 6.458 -1.934 -0.564
C: 6.764 -0.618 -1.223
C: 5.668 -0.118 -2.177
H: 3.114 -2.229 -1.160
H: 5.084 -3.468 -0.206
H: 7.254 -2.425 -0.016
H: 7.764 -0.634 -1.659
H: 5.906 -0.022 -3.239
C: 0.023 -1.553 4.653
N: -0.085 -0.541 3.628
C: -0.846 0.678 3.805
C: -0.605 1.395 2.478
O: -1.019 2.488 2.205
N: 0.184 0.571 1.684
C: 0.454 -0.534 2.401
N: 1.230 -1.506 1.930
H: 0.394 -1.110 5.578
H: 0.721 -2.331 4.353
H: -0.948 -2.011 4.843
H: -0.479 1.274 4.641
H: -1.911 0.480 3.952
H: 1.500 -1.400 0.957
H: 1.338 -2.381 2.405
C: -1.782 -0.454 -3.188
Ge: -1.513 -0.187 -1.268
C: -2.653 1.317 -0.746
C: -3.264 1.373 0.505
C: -4.063 2.448 0.862
C: -4.249 3.500 -0.026
C: -3.636 3.467 -1.271
C: -2.842 2.384 -1.625
C: -2.223 -1.797 -0.363
C: -1.324 -2.656 0.216
C: -1.732 -3.743 1.025
C: -3.056 -3.952 1.263
C: -4.034 -3.122 0.659
C: -5.417 -3.340 0.887
C: -6.357 -2.537 0.314
C: -5.959 -1.504 -0.564
C: -4.636 -1.285 -0.818
C: -3.623 -2.054 -0.181
H: -2.845 -0.445 -3.435
H: -1.360 -1.418 -3.474
H: -1.274 0.320 -3.763
H: -3.131 0.553 1.204
H: -4.542 2.471 1.833
H: -4.867 4.343 0.256
H: -3.775 4.287 -1.965
H: -2.375 2.363 -2.605
H: -0.268 -2.496 0.043
H: -0.988 -4.394 1.468
H: -3.383 -4.756 1.914
H: -5.713 -4.164 1.528
H: -7.409 -2.695 0.516
H: -6.708 -0.884 -1.039
H: -4.347 -0.511 -1.516
C: 0.778 3.658 -0.885
C: 2.024 3.216 -1.119
C: 3.114 3.551 -0.233
C: 4.369 2.993 -0.329
C: 4.709 2.106 -1.344
C: 3.750 1.800 -2.471
C: 2.280 2.230 -2.241
C: 5.729 1.089 -1.282
N: 6.583 0.642 -0.404
H: -0.036 3.429 -1.563
H: 0.549 4.285 -0.032
H: 2.893 4.221 0.590
H: 5.100 3.185 0.449
H: 4.184 2.024 -3.451
H: 1.744 2.521 -3.144

Energy relative to the best compared isomer or geometry (same formula, charge and spin)   325.2 kJ/mol
Spin multiplicity   2
HOMO-LUMO gap (alpha / beta)   6.3186 / 6.6295 eV

---

Formula: C31H41Cl5CsN2OS2SbSi3
Source: OMol25
Level of theory: ωB97M-V/def2-TZVPD

Element x y z (Å)
Cs: -0.489 -2.116 1.476
C: 2.609 -2.603 3.128
C: 2.321 -1.249 2.536
N: 1.493 -0.497 3.158
N: 1.468 0.819 2.744
C: 0.390 1.468 2.490
S: -1.275 1.048 2.403
S: 0.764 3.211 2.124
C: 2.459 3.135 1.470
C: 3.506 3.600 2.445
C: 4.189 4.795 2.260
C: 5.162 5.213 3.164
C: 5.463 4.430 4.268
C: 4.782 3.231 4.461
C: 3.812 2.820 3.562
C: 3.064 -0.838 1.307
C: 4.417 -0.538 1.413
C: 5.158 -0.062 0.337
C: 4.503 0.100 -0.884
C: 3.163 -0.211 -1.023
C: 2.378 -0.703 0.059
O: 1.136 -1.009 -0.080
H: 2.452 -3.409 2.404
H: 1.988 -2.777 4.006
H: 3.664 -2.650 3.418
H: 2.488 3.739 0.561
H: 2.629 2.090 1.207
H: 3.956 5.406 1.394
H: 5.683 6.150 3.003
H: 6.223 4.748 4.973
H: 5.009 2.612 5.321
H: 3.262 1.895 3.702
H: 4.898 -0.648 2.382
H: 6.205 0.189 0.451
H: 5.050 0.480 -1.742
H: 2.664 -0.087 -1.978
Cl: -0.874 -4.343 4.507
C: -1.657 -5.308 3.226
C: -1.244 -5.106 1.931
C: -1.911 -5.864 0.999
Cl: -1.453 -5.672 -0.717
C: -2.922 -6.776 1.292
Cl: -3.731 -7.694 0.055
C: -3.288 -6.954 2.625
Cl: -4.528 -8.091 3.050
C: -2.646 -6.209 3.613
Cl: -3.092 -6.434 5.280
C: -3.137 3.265 -0.318
Si: -1.927 2.646 -1.599
C: -0.353 3.643 -1.461
C: -2.630 3.003 -3.305
Sb: -1.377 0.187 -1.155
Si: -0.546 -0.299 -3.520
C: 0.750 0.979 -4.006
C: 0.286 -1.973 -3.392
C: -1.758 -0.414 -4.955
Si: -3.807 -0.523 -1.565
C: -4.751 -0.191 0.024
C: -3.735 -2.386 -1.792
C: -4.869 0.159 -2.964
H: -3.102 4.359 -0.273
H: -2.875 2.869 0.668
H: -4.160 2.961 -0.558
H: -0.595 4.712 -1.465
H: 0.327 3.436 -2.293
H: 0.157 3.413 -0.523
H: -2.793 4.082 -3.410
H: -3.580 2.492 -3.469
H: -1.939 2.686 -4.090
H: 1.242 1.419 -3.137
H: 0.296 1.791 -4.583
H: 1.522 0.508 -4.624
H: 1.033 -1.960 -2.593
H: 0.764 -2.254 -4.337
H: -0.445 -2.745 -3.131
H: -2.117 0.567 -5.276
H: -2.628 -1.031 -4.720
H: -1.231 -0.885 -5.792
H: -4.134 -0.397 0.902
H: -5.641 -0.829 0.069
H: -5.071 0.851 0.093
H: -3.282 -2.874 -0.924
H: -3.136 -2.673 -2.661
H: -4.743 -2.797 -1.923
H: -5.308 1.120 -2.683
H: -5.685 -0.549 -3.147
H: -4.321 0.302 -3.895

Total charge   -2
HOMO-LUMO gap   5.9481 eV

---

Formula: C14H12AsN3O7RuS2
Source: OMol25
Level of theory: ωB97M-V/def2-TZVPD

Element x y z (Å)
Ru: 0.280 0.226 -1.173
N: 3.861 2.223 -1.268
C: 2.582 1.947 -1.535
S: 2.237 0.887 -2.874
N: 1.632 2.611 -0.914
N: 0.395 2.177 -1.053
C: -0.625 2.968 -0.861
C: -1.975 2.571 -1.068
C: -3.024 3.439 -0.714
C: -4.334 3.145 -1.004
C: -4.653 1.960 -1.683
C: -3.669 1.085 -2.053
C: -2.304 1.339 -1.757
O: -1.427 0.515 -2.177
H: 4.569 1.645 -1.689
H: 4.080 2.740 -0.430
H: -0.412 3.992 -0.561
H: -2.782 4.358 -0.201
H: -5.122 3.820 -0.707
H: -5.685 1.737 -1.911
H: -3.889 0.158 -2.558
O: -1.055 -0.573 3.044
As: -0.332 -0.755 1.420
O: -1.610 -0.754 0.408
O: 0.518 0.646 1.160
C: 0.772 -2.325 1.787
C: 0.795 -2.882 3.060
C: 1.647 -3.943 3.329
C: 2.459 -4.465 2.333
C: 2.426 -3.917 1.060
C: 1.587 -2.850 0.806
S: 1.703 -2.024 -0.773
O: 2.233 -0.681 -0.446
O: 2.563 -2.803 -1.608
O: 0.327 -1.858 -1.302
H: -1.794 0.038 2.950
H: 0.160 -2.470 3.833
H: 1.692 -4.357 4.325
H: 3.125 -5.288 2.544
H: 3.046 -4.278 0.255

Spin multiplicity   5
HOMO-LUMO gap (alpha / beta)   7.4994 / 5.3539 eV

---

Formula: C5H4BrNOS
Source: OMol25
Level of theory: ωB97M-V/def2-TZVPD

Element x y z (Å)
C: 1.159 0.907 -0.368
C: 2.265 0.143 -0.523
C: -1.307 0.676 0.298
C: -1.956 -0.472 -0.055
C: 0.492 -0.929 0.728
N: 0.171 0.274 0.312
O: -1.592 1.812 0.591
S: 2.066 -1.395 0.235
Br: -3.837 -0.438 -0.288
H: 0.997 1.905 -0.724
H: 3.167 0.386 -1.045
H: -1.497 -1.329 -0.508
H: -0.129 -1.541 1.346

Energy relative to the best compared isomer or geometry (same formula, charge and spin)   53.1 kJ/mol
HOMO-LUMO gap   6.7705 eV

---

Formula: C4H9BrF4O3PS
Source: OMol25
Level of theory: ωB97M-V/def2-TZVPD

Element x y z (Å)
C: 3.109 1.080 -0.644
C: 1.896 2.199 -0.435
C: 0.776 1.876 -1.592
F: 0.676 3.012 -2.574
P: -0.971 1.459 -0.920
Br: -3.109 0.948 -0.344
H: 2.607 0.033 -0.457
H: 4.054 1.292 0.013
H: 3.377 1.112 -1.799
H: 2.416 3.252 -0.641
H: 1.476 2.233 0.659
H: 1.116 0.926 -2.230
H: -1.327 2.877 -0.879
H: -0.437 0.871 0.299
H: -1.183 0.697 -2.157
C: -2.614 -3.181 2.012
F: -3.378 -2.071 2.268
F: -2.590 -3.895 3.183
F: -3.343 -3.938 1.129
S: -0.907 -2.761 1.377
O: -0.280 -1.959 2.436
O: -1.124 -2.007 0.135
O: -0.239 -4.052 1.159

Total charge   -1
HOMO-LUMO gap   8.7850 eV

---

Formula: C2H4N4O2
Source: OMol25
Level of theory: ωB97M-V/def2-TZVPD

Element x y z (Å)
N: -1.458 -0.935 -2.518
N: -0.492 -0.035 -1.972
C: -0.051 -0.308 -0.671
O: -0.555 -0.981 0.299
N: -0.049 -0.371 1.699
C: 0.637 0.599 1.151
N: 1.108 1.427 2.249
O: 0.867 0.719 -0.129
H: -1.539 -1.783 -2.104
H: -1.279 -1.034 -3.485
H: 0.876 0.911 3.090
H: 2.177 1.657 2.052

Energy relative to the best compared isomer or geometry (same formula, charge and spin)   374.2 kJ/mol
HOMO-LUMO gap   8.6537 eV
Structure (SMILES)   N/N=c1\onc(N)o1

---

Formula: C4H5NO2
Source: OMol25
Level of theory: ωB97M-V/def2-TZVPD

Element x y z (Å)
O: 1.477 -1.277 -1.657
C: 0.789 -0.649 -0.859
C: 1.069 0.375 0.262
C: -0.311 0.688 0.842
C: -1.206 -0.171 0.070
N: -0.683 -0.662 -1.009
O: -1.293 -1.362 -1.835
H: 1.741 0.101 1.040
H: 1.472 1.316 -0.032
H: -0.455 1.756 0.872
H: -0.423 0.301 2.029
H: -2.179 -0.414 0.276

Energy relative to the best compared isomer or geometry (same formula, charge and spin)   329.0 kJ/mol
HOMO-LUMO gap (alpha / beta)   8.8197 / 8.8183 eV
Structure (SMILES)   O=C1CCC=[N+]1[O-]

---

Formula: C26H33AlO5
Source: OMol25
Level of theory: ωB97M-V/def2-TZVPD

Element x y z (Å)
O: -0.293 0.576 -0.575
C: 0.687 0.088 -1.553
C: 0.164 0.973 -2.676
H: 0.528 -0.981 -1.733
H: 1.709 0.309 -1.232
C: -0.923 1.351 -1.677
H: -0.160 0.407 -3.552
H: 0.833 1.800 -2.924
C: -2.244 0.770 -2.103
H: -2.185 -0.320 -2.185
H: -2.479 1.185 -3.093
H: -3.053 1.038 -1.416
C: -1.029 2.829 -1.408
H: -0.039 3.280 -1.296
H: -1.629 3.052 -0.514
H: -1.526 3.279 -2.283
Al: -0.073 0.252 1.806
C: 0.608 2.263 2.897
C: 1.624 1.242 2.780
C: 2.097 1.231 1.430
H: 2.128 0.768 3.623
C: 1.534 2.372 0.778
C: 0.602 2.984 1.663
H: 0.034 3.893 1.455
H: 0.157 2.586 3.839
H: 2.927 0.615 1.071
H: 1.874 2.785 -0.172
C: -1.795 0.230 3.308
C: -2.251 1.415 2.648
C: -2.623 1.059 1.320
H: -2.414 2.385 3.129
C: -2.365 -0.343 1.143
C: -1.922 -0.872 2.390
H: -1.895 -1.944 2.641
H: -1.601 0.124 4.380
H: -3.165 1.694 0.613
H: -2.637 -0.963 0.278
O: 0.485 -0.989 -5.829
C: -0.006 0.073 -6.695
C: 0.187 -0.337 -8.159
H: 0.570 0.993 -6.485
H: -1.052 0.279 -6.425
C: 1.377 -1.301 -8.074
H: 0.367 0.525 -8.796
H: -0.698 -0.870 -8.518
C: 1.167 -1.949 -6.704
H: 2.309 -0.729 -8.082
H: 1.396 -2.029 -8.880
H: 2.100 -2.264 -6.218
H: 0.534 -2.847 -6.818
O: 0.481 0.252 5.177
C: 0.605 -1.063 5.571
C: 0.536 -1.338 6.946
C: 0.648 -2.654 7.402
C: 0.849 -3.712 6.483
C: 0.919 -3.430 5.130
C: 0.823 -2.124 4.633
C: 1.151 -2.149 3.152
O: 1.837 -3.074 2.746
O: 0.676 -1.221 2.360
H: 0.478 0.855 5.953
H: 0.389 -0.493 7.649
H: 0.566 -2.850 8.475
H: 0.958 -4.752 6.806
H: 1.140 -4.210 4.403

Energy relative to the best compared isomer or geometry (same formula, charge and spin)   0.0 kJ/mol
HOMO-LUMO gap   8.0520 eV

---

Formula: C37H38NO3P
Source: OMol25
Level of theory: ωB97M-V/def2-TZVPD

Element x y z (Å)
C: 4.729 -1.135 2.427
C: 3.524 -1.046 1.472
C: 3.330 -2.389 0.800
O: 2.293 -2.477 -0.198
C: 1.354 -1.499 -0.217
C: 1.497 -0.437 -1.099
C: 0.554 0.578 -1.154
P: 1.006 1.952 -2.237
N: 1.976 2.947 -1.511
C: -0.559 0.539 -0.341
C: -0.706 -0.526 0.551
C: 0.239 -1.537 0.622
C: 0.054 -2.620 1.633
O: 0.438 -3.756 1.466
C: -0.666 -2.207 2.868
C: -1.579 -1.244 2.793
C: -1.865 -0.611 1.476
O: -2.982 -0.248 1.184
H: 5.429 -1.905 2.108
H: 4.401 -1.368 3.437
H: 5.251 -0.184 2.463
H: 2.646 -0.756 2.046
H: 3.719 -0.280 0.722
H: 3.137 -3.160 1.550
H: 4.252 -2.649 0.283
H: 2.377 -0.415 -1.728
H: -0.210 2.539 -2.635
H: 1.520 1.340 -3.393
H: 2.865 3.054 -1.982
H: -1.301 1.320 -0.359
H: -0.460 -2.732 3.789
H: -2.177 -0.928 3.635
C: 4.842 -2.592 -4.226
C: 6.098 -2.585 -4.815
C: 7.156 -1.938 -4.191
C: 6.957 -1.295 -2.977
C: 5.699 -1.300 -2.391
C: 4.641 -1.950 -3.013
H: 4.019 -3.103 -4.711
H: 6.252 -3.087 -5.761
H: 8.136 -1.935 -4.651
H: 7.781 -0.790 -2.488
H: 5.542 -0.793 -1.446
H: 3.670 -1.947 -2.535
C: 2.949 -8.657 -0.564
C: 1.630 -8.339 -0.268
C: 1.296 -7.045 0.109
C: 2.277 -6.067 0.192
C: 3.596 -6.389 -0.103
C: 3.933 -7.682 -0.481
H: 3.209 -9.665 -0.861
H: 0.863 -9.100 -0.331
H: 0.269 -6.794 0.341
H: 2.009 -5.062 0.483
H: 4.364 -5.628 -0.040
H: 4.961 -7.930 -0.711
C: -3.713 3.366 0.578
C: -3.271 3.682 -0.698
C: -3.187 5.010 -1.096
C: -3.559 6.018 -0.218
C: -4.014 5.701 1.056
C: -4.088 4.374 1.457
H: -3.772 2.329 0.888
H: -2.986 2.884 -1.373
H: -2.833 5.260 -2.088
H: -3.496 7.053 -0.526
H: -4.312 6.489 1.735
H: -4.432 4.125 2.453
C: -7.674 5.439 2.217
C: -7.586 6.073 0.986
C: -8.473 7.091 0.666
C: -9.447 7.476 1.576
C: -9.537 6.840 2.807
C: -8.650 5.822 3.127
H: -6.981 4.646 2.466
H: -6.825 5.771 0.277
H: -8.404 7.586 -0.295
H: -10.138 8.271 1.327
H: -10.298 7.138 3.516
H: -8.720 5.325 4.087

HOMO-LUMO gap   7.6129 eV
Structure (SMILES)   CCCOc1cc([PH2]=N)cc2c1C(=O)C=CC2=O.c1ccccc1.c1ccccc1.c1ccccc1.c1ccccc1